(1)
This record from the Open Molecules 2025 dataset describes 2 unconnected molecules or ions with the total composition C6H12O. The level of theory is ωB97M-V/def2-TZVPD.

Structure (SMILES) ... C=C/C(C)=C/C.O
Energy above the lowest of the compared OMol25 structures with the same formula, charge and spin ... 71.59 kcal per mole
Electronic energy ... -310.9452 Ha
Frontier orbital gap ... 9.35 eV

Each line ends with the natural charge from an NBO analysis.
Cartesian coordinates (Å):
O  -1.17269  1.59735  2.26096  -0.972
C  -0.47015  -1.91018  -0.39182  -0.221
C  0.21251  0.35495  -1.15062  -0.205
C  1.24163  -0.49570  0.96003  -0.670
C  0.27535  -0.59895  -0.18960  -0.035
C  1.15507  1.50625  -1.52140  -0.667
C  -1.80380  -1.87735  -0.25866  -0.366
H  1.31647  0.65045  1.02905  0.234
H  -2.25676  -0.87534  -0.57127  0.189
H  0.95940  2.50271  -1.02360  0.226
H  0.02094  -2.87307  0.07284  0.208
H  2.15344  1.11272  -1.22155  0.216
H  0.83072  -1.03649  1.88516  0.234
H  -1.82759  2.38403  2.39304  0.483
H  2.29635  -0.83243  0.82969  0.226
H  -2.42692  -2.72872  0.06331  0.210
H  -1.19329  1.21423  1.33135  0.490
H  -0.60219  0.21986  -1.82790  0.190
H  1.29153  1.68570  -2.66900  0.230

Cartesian forces (eV/Å) of the 2 atoms listed first:
-1.3113 1.2023 -0.6510
-0.1573 -0.7324 3.9292

---

(2)
This record from the Open Molecules 2025 dataset describes a single C5H8N2 molecule. The level of theory is ωB97M-V/def2-TZVPD.

Structure (SMILES) ... C/N=C(/C)CC#N
Energy above the lowest of the compared OMol25 structures with the same formula, charge and spin ... 37.55 kcal per mole
Electronic energy ... -304.7757 Ha
Frontier orbital gap ... 10.07 eV

Each line ends with the natural charge from an NBO analysis.
Cartesian coordinates (Å):
N  2.59744  1.14929  1.12825  -0.318
N  -1.17253  -0.74793  -0.11041  -0.411
C  1.97844  0.61929  0.30536  0.282
C  -0.93498  1.51082  -0.53266  -0.666
C  -0.35637  0.13619  -0.50135  0.327
C  1.15100  -0.03926  -0.70649  -0.595
C  -0.75041  -1.72740  0.84231  -0.441
H  -0.42074  2.05450  0.27595  0.233
H  0.33414  -1.83141  1.00329  0.170
H  1.42931  -1.09609  -0.76192  0.263
H  -0.84438  2.07402  -1.45704  0.217
H  1.39269  0.40360  -1.68078  0.265
H  -1.15711  -1.27421  1.75454  0.218
H  -1.24477  -2.68648  0.70290  0.208
H  -1.97597  1.38589  -0.22814  0.247

Cartesian forces (eV/Å) of the 2 atoms listed first:
-0.6598 -0.5814 -0.9037
0.2471 0.4597 0.3749

---

(3)
This record from the Open Molecules 2025 dataset describes a single C2H2ClN molecule. The level of theory is ωB97M-V/def2-TZVPD.

Energy above the lowest of the compared OMol25 structures with the same formula, charge and spin ... 48.43 kcal per mole
Multiplicity ... 3
Electronic energy ... -592.0976 Ha
Frontier orbital gap (spin up / spin down) ... 7.60 / 6.15 eV

Each line ends with the natural charge from an NBO analysis.
Cartesian coordinates (Å):
Cl  -1.82087  0.45459  2.73919  0.174
N  -1.60322  0.92561  -0.08418  -0.323
C  -0.31972  0.17533  0.02226  -0.174
C  -1.18468  0.47015  1.22718  -0.061
H  0.66923  0.67986  0.11115  0.195
H  -0.34211  -0.93131  -0.15125  0.188

Cartesian forces (eV/Å) of the 2 atoms listed first:
0.3081 -0.4331 -0.0290
3.1913 -2.1021 2.0606